ORCA calculation (wB97M-V/def2-TZVPD) on a structure of composition C15H18N5O2RuS5 in a non-equilibrium geometry.

Calculated values
HOMO energy (alpha / beta) = -7.28 / -7.15 eV
gap between HOMO and LUMO (alpha / beta) = 0.182 / 0.180 Ha
spin multiplicity = 2

```
46
Properties=species:S:1:pos:R:3:forces:R:3
Ru -1.5139 -0.5331 1.6150 -1.01 -1.41 0.27
S -0.6315 1.3268 2.1796 0.18 0.36 0.00
S -2.1818 -0.7800 3.8991 0.09 0.07 -0.49
S -3.1649 -2.4638 3.4844 -0.04 -0.12 -0.05
S -2.7957 -2.6571 1.5449 0.35 0.64 0.17
N 1.2297 4.9469 -2.6052 -0.01 0.02 0.00
C 0.8804 3.6205 -2.4110 0.00 -0.02 0.01
C 0.0293 2.9730 -3.3099 0.01 0.00 0.02
C -0.3614 1.6657 -3.0875 -0.05 0.00 -0.03
C 0.1049 0.9894 -1.9709 0.06 -0.02 0.07
C 0.9527 1.6213 -1.0657 0.00 -0.03 -0.02
C 1.3355 2.9282 -1.2828 -0.01 0.02 -0.03
S -0.4253 -0.6514 -1.6476 -0.18 0.09 0.03
O -1.0544 -1.1671 -2.8254 0.04 -0.03 -0.03
O 0.6626 -1.3704 -1.0402 0.03 -0.03 0.03
N -1.5384 -0.4780 -0.4555 0.27 -0.08 -0.25
C -2.6692 0.2583 -0.5641 0.02 0.11 0.08
N -3.1348 0.4344 0.7019 0.00 0.21 0.11
C -4.2448 1.1232 0.8938 0.05 -0.02 -0.01
C -4.9188 1.6523 -0.1933 0.00 -0.01 -0.03
C -4.3474 1.4508 -1.4440 -0.04 0.04 0.01
N -3.2271 0.7658 -1.6550 0.02 -0.05 0.07
H 1.1551 5.2934 -3.5466 0.00 0.00 0.00
H 2.0560 5.2643 -2.1273 0.00 0.00 0.00
H -0.3310 3.5051 -4.1822 0.00 0.00 0.00
H -1.0313 1.1590 -3.7683 0.01 0.00 -0.01
H 1.3060 1.0836 -0.1950 0.00 0.01 -0.01
H 1.9877 3.4271 -0.5760 0.00 0.00 0.00
H -4.5736 1.2510 1.9176 0.00 0.01 0.00
H -5.8324 2.2126 -0.0710 0.00 0.00 -0.01
H -4.8131 1.8713 -2.3289 -0.01 0.00 0.00
C 3.5077 -1.6153 1.1020 0.00 -0.03 0.00
C 2.5794 -2.6372 1.7757 0.07 0.12 0.02
C 2.4051 -3.8719 0.8841 0.01 -0.03 -0.04
C 3.0959 -3.0195 3.1676 -0.02 0.00 -0.03
C 1.2606 -2.0062 1.9111 -0.14 -0.28 -0.02
N 0.2046 -1.5740 1.9419 0.29 0.46 0.16
H 4.4874 -2.0733 0.9584 -0.01 0.00 0.00
H 3.6276 -0.7265 1.7220 0.00 0.00 0.01
H 3.1089 -1.3196 0.1323 -0.01 0.00 -0.02
H 3.3803 -4.3400 0.7435 0.00 -0.01 0.00
H 2.0031 -3.5885 -0.0882 0.00 0.01 0.00
H 1.7341 -4.5976 1.3439 0.00 0.00 0.01
H 4.0768 -3.4845 3.0646 0.00 0.00 0.00
H 2.4256 -3.7287 3.6535 0.01 0.00 0.00
H 3.1939 -2.1405 3.8045 0.00 0.00 0.00
```
Forces are in eV/Å.

***

ORCA calculation (wB97M-V/def2-TZVPD) on a structure of composition C26H28F6IN2P2W.

Calculated values
net charge = +4
HOMO energy (alpha / beta) = -20.19 / -20.28 eV
gap between HOMO and LUMO (alpha / beta) = 0.277 / 0.178 Ha
spin multiplicity = 4

```
66
Properties=species:S:1:pos:R:3:forces:R:3
W -0.4671 0.5876 -1.1122 -0.16 0.34 0.54
N -0.3938 2.2994 -2.5264 0.01 -0.07 -0.12
C -0.9294 1.9496 -3.9183 0.01 0.10 0.03
C 0.1910 1.8129 -4.9297 -0.01 0.00 -0.01
C 1.3496 0.9011 -4.5161 -0.03 -0.03 0.00
C 0.9612 -0.4115 -3.8386 0.04 -0.05 -0.05
N 1.1092 -0.3286 -2.3242 -0.11 -0.02 -0.01
H -1.0145 3.0076 -2.1316 -0.01 -0.01 0.00
H 0.4893 2.7864 -2.6781 0.03 -0.01 0.06
H -1.6138 2.7432 -4.2135 -0.01 -0.01 -0.02
H -1.5197 1.0406 -3.8302 -0.01 -0.02 0.03
H 0.5882 2.7961 -5.1908 0.00 0.00 0.00
H -0.2642 1.4292 -5.8448 -0.01 0.01 0.00
H 2.0673 1.4335 -3.8775 0.01 0.01 0.00
H 1.9202 0.6627 -5.4135 0.02 0.01 0.01
H 1.6221 -1.2152 -4.1606 -0.01 0.00 0.00
H -0.0619 -0.7187 -4.0601 0.01 0.01 0.01
H 2.0127 0.1207 -2.1633 0.02 0.00 0.00
H 1.2628 -1.2787 -1.9781 0.02 0.01 -0.03
I 1.5692 2.1660 0.1677 0.08 0.00 -0.13
C 1.1933 2.0505 2.2377 0.00 0.01 0.04
C 1.5569 3.2579 2.8462 -0.04 -0.12 0.04
C 1.5091 3.3874 4.2196 0.03 0.09 0.00
C 1.0900 2.2973 4.9946 0.00 -0.01 0.04
C 0.7141 1.0862 4.3973 -0.04 -0.07 -0.12
C 0.3325 0.0298 5.2450 0.02 0.05 -0.03
C -0.0273 -1.2126 4.7240 -0.03 -0.07 0.06
C -0.0058 -1.3906 3.3582 0.00 -0.03 -0.08
C 0.3436 -0.3536 2.4701 0.00 0.09 -0.05
P 0.3179 -0.8852 0.7269 0.15 -0.17 -0.06
C 1.5072 -2.1935 0.5037 -0.01 0.00 -0.04
C 2.8685 -1.8680 0.3880 -0.05 0.06 0.02
C 3.8042 -2.8812 0.2831 0.01 -0.05 -0.01
C 3.3909 -4.2117 0.2949 0.01 0.03 0.00
C 2.0429 -4.5347 0.4082 -0.01 -0.04 -0.01
C 1.0922 -3.5329 0.5146 0.01 0.03 0.00
C -1.3194 -1.3800 0.2155 -0.01 0.09 -0.19
C -1.3861 -1.9375 -1.0976 -0.07 -0.08 0.10
C -2.6294 -2.1883 -1.6754 -0.01 -0.02 -0.02
C -3.7900 -1.8808 -0.9828 0.05 0.00 0.01
C -3.7272 -1.3361 0.3050 0.08 0.01 -0.01
C -2.5084 -1.0660 0.8970 -0.13 -0.08 0.02
C 0.7373 0.9123 2.9648 0.04 0.12 0.21
H 1.8925 4.0997 2.2537 0.01 -0.01 -0.02
H 1.8022 4.3169 4.6924 -0.01 0.00 -0.01
H 1.0587 2.3897 6.0745 -0.01 -0.01 0.01
H 0.3360 0.1857 6.3180 0.00 0.01 0.00
H -0.3102 -2.0232 5.3832 0.00 -0.01 0.00
H -0.2656 -2.3644 2.9575 -0.01 0.00 -0.01
H 3.2025 -0.8348 0.4024 -0.01 0.00 0.00
H 4.8558 -2.6425 0.1973 0.00 0.01 0.01
H 4.1264 -5.0020 0.2163 0.00 0.00 0.00
H 1.7315 -5.5710 0.4158 0.01 0.00 0.00
H 0.0444 -3.7955 0.6010 0.00 0.00 0.02
H -0.5011 -2.3446 -1.5727 0.01 0.00 0.02
H -2.6828 -2.6603 -2.6481 -0.01 0.01 0.00
H -4.7549 -2.0910 -1.4271 0.00 0.00 -0.01
H -4.6446 -1.1298 0.8412 0.00 0.00 0.01
H -2.4730 -0.6332 1.8886 0.01 0.01 0.00
F -2.2562 0.7729 -1.6393 0.06 -0.13 -0.09
P -2.9319 2.9539 0.9021 -0.24 -0.22 0.07
F -1.6245 1.8257 0.7334 0.11 -0.07 -0.18
F -2.3175 3.2643 2.2682 -0.01 0.00 -0.03
F -3.8569 1.7432 0.7501 0.16 0.14 0.03
F -4.0771 3.9594 1.0394 0.01 0.09 0.00
F -2.3391 3.6287 -0.3465 0.01 0.05 -0.07
```
Forces are in eV/Å.

***

ORCA calculation (wB97M-V/def2-TZVPD) on a structure of composition C31H28Cl3GeHgN6O5.

Calculated values
net charge = -1
HOMO energy = -4.69 eV
gap between HOMO and LUMO = 0.262 Ha
spin multiplicity = 1

```
75
Properties=species:S:1:pos:R:3:forces:R:3
Hg -0.6451 0.4808 -0.1722 -0.09 0.45 -0.10
O -1.9463 1.7694 3.6910 0.27 -0.22 0.14
C -1.8873 2.3446 2.4674 0.25 -0.11 -0.07
N -2.8401 2.3014 1.6450 -0.15 0.17 -0.07
C -4.0304 1.5923 2.0414 -0.04 -0.12 -0.02
C -3.9683 0.0880 1.8658 0.04 -0.08 -0.01
C -5.0066 -0.6800 2.4033 0.01 0.06 -0.02
C -4.9638 -2.0531 2.2976 0.00 -0.03 -0.01
C -3.8724 -2.6398 1.6680 -0.02 -0.02 0.01
C -2.8978 -1.8066 1.1564 0.04 0.08 0.00
N -2.9442 -0.4733 1.2306 -0.14 0.02 0.14
C -0.6403 3.1063 2.1140 0.00 -0.03 0.11
C 0.4256 3.2257 3.0005 -0.09 -0.02 -0.01
C 1.5406 3.9443 2.6003 0.03 0.02 -0.02
C 1.5538 4.5167 1.3413 -0.01 0.01 0.05
C 0.4448 4.3330 0.5277 0.00 0.01 0.01
N -0.6281 3.6545 0.9034 0.13 -0.04 0.03
H -4.8536 1.9629 1.4272 -0.03 -0.02 -0.02
H -4.2867 1.7754 3.0906 0.00 0.02 -0.01
H -5.8289 -0.1831 2.9035 0.00 0.00 0.01
H -5.7595 -2.6622 2.7089 0.00 0.00 0.01
H -3.7732 -3.7132 1.5770 -0.01 0.00 -0.01
H -2.0264 -2.2264 0.6667 0.02 -0.01 -0.02
H 0.3863 2.7692 3.9777 -0.02 -0.07 0.06
H 2.3901 4.0489 3.2644 -0.01 0.00 0.00
H 2.4057 5.0821 0.9869 0.00 -0.01 0.00
H 0.4164 4.7371 -0.4785 0.00 0.00 0.01
C -3.4142 -1.6461 -2.2941 0.01 -0.01 -0.01
O -2.0514 -1.4728 -1.9431 0.00 -0.02 -0.02
C -1.2876 -2.5803 -1.7823 0.00 -0.01 0.03
C -1.7801 -3.8796 -1.8256 -0.01 0.02 -0.02
C -0.9225 -4.9571 -1.6263 0.00 0.00 0.00
C 0.4218 -4.7449 -1.3770 0.00 0.02 0.00
C 0.9139 -3.4463 -1.3344 0.00 -0.01 -0.01
C 0.0791 -2.3601 -1.5479 0.00 0.05 0.02
N 0.5687 -1.0250 -1.4865 0.16 -0.01 0.06
N 1.7265 -0.9358 -1.9895 -0.07 -0.10 0.00
C 2.5349 0.1430 -1.9846 0.03 0.01 0.00
C 2.3479 1.3809 -1.2780 0.11 0.02 0.02
O 1.3357 1.7263 -0.6276 -0.03 -0.12 -0.04
C 3.4615 2.3266 -1.3110 -0.04 0.00 0.01
C 4.5878 2.1035 -2.0041 0.02 -0.03 -0.02
C 4.7802 0.8951 -2.7601 0.00 0.03 0.03
C 5.9587 0.6853 -3.4918 0.00 -0.01 -0.01
C 6.1489 -0.4689 -4.2130 0.00 0.01 0.01
C 5.1389 -1.4387 -4.2098 -0.01 0.00 -0.01
C 3.9761 -1.2489 -3.4999 0.01 -0.01 -0.01
C 3.7625 -0.0769 -2.7459 -0.03 0.01 0.01
H -3.5000 -2.2116 -3.2258 -0.01 0.00 0.00
H -3.8180 -0.6480 -2.4306 0.00 -0.03 0.00
H -3.9638 -2.1563 -1.4973 0.00 0.00 0.00
H -2.8280 -4.0557 -2.0205 0.00 0.00 0.01
H -1.3205 -5.9637 -1.6620 0.00 0.00 0.00
H 1.0872 -5.5808 -1.2047 0.00 0.00 0.00
H 1.9554 -3.2462 -1.1222 0.00 0.00 0.00
H 3.3111 3.2324 -0.7367 0.00 0.00 -0.01
H 5.3842 2.8413 -2.0071 0.00 0.00 0.00
H 6.7209 1.4572 -3.4772 0.00 0.00 0.00
H 7.0601 -0.6250 -4.7763 0.00 0.00 0.00
H 5.2686 -2.3512 -4.7799 0.00 0.00 0.00
H 3.2017 -2.0019 -3.5146 0.00 0.00 0.01
Cl -1.9270 1.3574 -3.7597 0.00 0.03 0.05
Ge -2.0944 1.9885 -1.6320 -0.16 -0.14 0.08
Cl -1.9278 4.1488 -1.9106 -0.03 0.00 -0.13
Cl -4.3000 1.7847 -1.3764 0.04 0.01 -0.05
N 0.1417 -0.0934 4.5699 -0.03 0.04 -0.13
C 1.3200 -0.3932 3.7442 -0.04 0.03 -0.02
C 1.0182 -0.3517 2.2381 -0.03 0.00 0.12
O 1.8918 -0.6981 1.4579 0.02 0.00 0.00
O -0.1723 0.0452 1.9577 0.02 -0.02 -0.12
H 0.3322 -0.2854 5.5467 -0.02 0.03 -0.04
H -0.6223 -0.6956 4.2805 0.02 -0.07 0.01
H -1.1255 1.2484 3.8771 -0.08 0.23 0.02
H 1.7594 -1.3726 3.9533 0.00 -0.02 -0.01
H 2.0951 0.3523 3.9349 -0.02 0.01 -0.01
```
Forces are in eV/Å.

***

ORCA calculation (wB97M-V/def2-TZVPD) on a cluster of 2 separate species, C13H23BrN2O4P in total in a non-equilibrium geometry.

Calculated values
net charge = +1
HOMO energy = -12.06 eV
gap between HOMO and LUMO = 0.317 Ha
spin multiplicity = 1

```
44
Properties=species:S:1:pos:R:3:forces:R:3
C 1.6507 -0.8267 0.8686 -0.84 -0.58 -1.01
C 0.4485 -1.6708 0.2785 0.86 1.20 0.59
C -0.6584 -1.9026 1.3585 1.79 -1.67 -0.06
C -0.8831 -3.4441 1.5498 -1.04 0.71 1.10
N -1.9197 -1.1212 1.1255 0.90 0.68 0.05
C -1.6420 0.3483 1.3578 0.34 0.78 0.33
C -2.9956 -1.4739 2.1325 -1.38 0.09 0.99
O -4.1019 -0.6228 1.9949 0.71 -0.75 -0.40
C -5.3009 -1.3257 1.6488 -1.07 0.71 -0.55
P -2.6894 -1.3123 -0.5081 -1.28 -0.66 -2.35
O -1.9981 -2.6703 -1.2038 0.17 1.85 1.31
Br -1.9415 0.3771 -1.8434 0.11 -0.83 0.72
H 2.5214 -1.1088 0.2736 -0.02 0.16 0.48
H 1.8215 -1.0296 1.9341 0.03 0.14 -0.34
H 1.4822 0.2400 0.6617 0.14 -0.26 0.47
H 0.1143 -1.1219 -0.6167 -0.15 -0.37 0.33
H 0.8984 -2.6080 -0.0758 -0.69 0.10 0.21
H -0.2388 -1.5377 2.3143 -0.45 0.12 -0.41
H -0.0085 -4.0345 1.2637 -0.32 0.30 -0.22
H -1.8053 -3.7740 1.0493 0.64 -0.19 -0.10
H -1.0428 -3.6309 2.6293 0.02 -0.05 -0.47
H -1.5527 0.4992 2.4456 -0.07 -0.13 -0.43
H -0.7060 0.6671 0.8856 -0.28 -0.46 0.01
H -2.4491 0.9827 0.9720 0.09 -0.44 0.20
H -3.3446 -2.5098 2.0285 0.63 0.14 -0.14
H -2.5900 -1.3018 3.1440 0.36 -0.26 -0.51
H -5.9392 -0.5996 1.1163 0.28 -0.25 0.28
H -5.1313 -2.1483 0.9328 0.10 0.17 0.51
H -5.8535 -1.6377 2.5460 0.38 -0.16 -0.22
H -2.7365 -3.1796 -1.5482 -0.22 -0.33 -0.21
C 3.0417 4.2304 -3.6583 0.01 0.00 0.02
C 2.7376 2.8753 -3.7141 0.06 0.13 0.12
C 3.0543 2.0478 -2.6469 -0.09 -0.10 -0.07
C 3.6717 2.5924 -1.5289 -0.18 0.37 -0.54
C 3.9865 3.9424 -1.4648 0.05 0.13 0.09
C 3.6685 4.7622 -2.5377 -0.09 -0.17 -0.09
N 3.9868 1.7298 -0.3922 0.12 -0.01 0.02
O 3.7151 0.5475 -0.4811 0.14 -0.01 -0.25
O 4.4943 2.2376 0.5802 0.09 0.14 0.23
H 2.7888 4.8745 -4.4911 0.02 -0.02 0.02
H 2.2517 2.4647 -4.5892 0.03 -0.02 0.02
H 2.8165 0.9946 -2.6968 0.09 0.01 0.15
H 4.4719 4.3623 -0.5951 -0.01 -0.17 0.04
H 3.9065 5.8166 -2.4994 0.02 -0.03 0.03
```
Forces are in eV/Å.